16
Properties=species:S:1:pos:R:3:forces:R:3 method="wB97M-V/def2-TZVPD" e_homo_ev=-8.6241 lumo_energy_ev=-0.389 homo_lumo_gap_ev=8.2 de_lowest_kj_mol=1132.6 charge=0 energy_ev=-9319.969
H -2.7263 -1.8716 1.6584 3.89 -0.71 -3.21
H -1.2132 -2.3195 -0.6323 -1.15 0.63 4.78
C 1.0350 1.4045 1.0978 -3.09 -6.05 2.90
H 1.7597 3.0186 0.1195 1.02 1.46 -0.44
H 1.1541 -1.4192 -1.4831 -4.01 1.77 -1.45
C -0.0121 -0.4872 -1.6886 0.11 -2.70 -3.08
C -1.4153 -1.9059 0.6809 1.14 3.55 0.73
N 0.4790 0.4465 -0.7889 -2.09 -0.55 1.73
C 1.3664 2.0580 0.0162 2.84 5.91 3.12
C -0.4983 -0.8326 1.1818 -5.17 0.05 1.73
H -1.3212 -1.0567 -1.2382 4.13 2.03 -1.48
C 0.3485 0.2472 0.5871 0.66 0.01 -0.95
H 1.1503 1.4119 2.1438 0.48 1.08 0.90
H -0.1387 0.0101 -2.9409 0.72 -1.74 4.26
N 1.0380 1.6083 -1.0803 -1.49 -2.75 -5.79
H -1.0058 -0.3124 2.3670 1.99 -1.99 -3.72

---

51
Properties=species:S:1:pos:R:3:forces:R:3 method="wB97M-V/def2-TZVPD" e_homo_ev=-7.8283 smiles="CCN(CC)CCCNCC(=O)Nc1ccc2c(c1)CCC2" lumo_energy_ev=0.852 homo_lumo_gap_ev=8.7 de_lowest_kj_mol=79.4 charge=0 energy_ev=-25654.979
C 3.0633 -0.3093 0.4968 0.09 0.07 -0.36
C -3.5107 -2.3954 -0.8169 -0.13 -0.24 0.28
C 3.3006 0.8472 -1.5964 -0.10 0.03 0.07
H -4.2808 -0.6101 0.9733 0.04 0.09 0.09
C 4.6928 -2.0360 0.3095 0.07 -0.03 0.03
C -2.5293 1.5209 -1.1935 -0.30 -0.13 -0.12
N -2.2073 2.8138 -0.5992 -0.10 0.36 0.04
N -2.7143 -1.5243 0.0209 0.09 0.08 -0.12
C 3.7512 -1.3588 1.3185 0.04 -0.08 0.10
C 1.9178 0.3948 0.7999 -0.11 0.04 0.08
C -3.7145 0.7516 -0.5826 0.29 -0.17 0.12
H 3.8293 1.0271 -2.5211 0.03 0.03 -0.10
H 1.3842 0.2256 1.7200 -0.05 0.01 0.05
H 1.7669 2.2806 -2.0135 -0.05 0.08 -0.07
O -0.5053 1.3025 2.1020 0.02 -0.17 0.24
H -3.3385 -4.1342 0.4572 0.08 -0.07 0.06
H 0.4580 -2.7087 0.0385 0.16 -0.07 -0.05
H 5.8611 -0.3907 -0.5200 0.07 -0.03 -0.03
C -3.3481 -0.3138 0.4789 -0.27 0.20 -0.09
H 5.6075 -2.3996 0.7751 -0.01 -0.08 -0.01
H -2.6821 2.4214 1.4673 0.20 -0.04 -0.02
H 3.0517 -2.0584 1.7753 0.01 0.00 0.08
H -0.9715 -3.6391 -0.4202 -0.02 -0.15 -0.06
H -0.8570 -0.6898 0.3378 0.01 0.07 -0.07
C -1.8787 2.7974 0.8180 -0.19 -0.02 0.09
C -0.6174 -2.8001 0.1731 -0.04 0.32 -0.12
H 4.1832 -2.8867 -0.1463 0.00 -0.02 0.00
H -1.6604 3.8272 1.1222 -0.04 -0.10 0.06
C 2.1436 1.5526 -1.3085 -0.01 0.04 -0.01
C -1.2963 -1.4972 -0.2490 0.18 -0.26 0.04
C 3.7558 -0.0900 -0.6910 -0.09 -0.10 0.13
H -2.9843 3.4507 -0.7487 0.19 -0.02 -0.03
H -1.0719 -1.3142 -1.3166 0.02 0.09 0.10
H 4.3182 -0.8800 2.1215 0.00 -0.03 0.07
H 5.1127 -1.4053 -1.7552 0.07 0.02 -0.01
H -4.7174 -4.1841 -0.6510 -0.13 -0.14 -0.03
H -4.7591 -3.1452 0.7783 -0.09 0.02 0.11
H -0.0154 2.6592 -0.6780 -0.11 -0.10 0.11
H -1.6343 0.9010 -1.1521 0.01 -0.01 -0.13
H -4.2583 0.2587 -1.3909 -0.08 0.03 0.00
H -2.6990 0.1222 1.2397 -0.07 0.03 0.09
H -2.7381 1.7289 -2.2473 0.09 -0.10 0.05
H -4.4055 1.4657 -0.1255 -0.09 0.04 -0.04
H -4.3244 -1.8400 -1.2998 0.10 -0.01 -0.07
C 4.9673 -0.9717 -0.7656 0.13 -0.03 -0.06
C 1.4503 1.3332 -0.1199 0.24 -0.23 0.16
C -4.1211 -3.5416 -0.0071 0.06 0.17 -0.29
C -0.6308 1.9598 1.0908 -0.24 0.33 -0.17
H -0.8268 -2.9991 1.2202 -0.02 -0.05 0.13
N 0.2748 2.0623 0.0885 0.06 0.26 -0.28
H -2.8849 -2.8086 -1.6143 -0.03 0.07 -0.04

---

99
Properties=species:S:1:pos:R:3:forces:R:3 method="wB97M-V/def2-TZVPD" e_homo_ev=-3.4187 lumo_energy_ev=1.255 homo_lumo_gap_ev=4.7 de_lowest_kj_mol=0.0 charge=-1 energy_ev=-374373.830
H 16.7887 8.1798 15.0052 -0.21 0.21 -0.31
C 12.6831 18.7027 9.7612 -1.21 -0.34 0.84
H 14.2574 10.8805 15.0763 -0.61 -0.68 -0.18
H 12.6561 10.2136 15.5298 0.33 0.08 0.07
Ge 8.1942 11.0005 7.8590 0.87 0.41 0.28
H 14.6988 11.5109 12.6441 -0.75 -0.88 0.17
C 13.9291 10.7158 12.4147 -0.66 1.79 -0.75
C 11.3245 17.3079 5.3304 0.15 0.49 0.75
C 9.7996 11.5598 8.8995 -1.07 -0.45 -0.91
H 11.0692 9.3843 13.9243 -0.16 0.37 -0.28
H 17.5521 16.2379 5.9534 0.20 -0.32 -0.16
H 11.3039 17.8864 4.4071 -0.15 -0.10 -0.05
Cl 13.1456 10.7372 6.2407 -0.68 3.71 0.03
H 9.1686 13.1642 13.8122 -0.08 -0.34 -1.01
As 13.2312 11.2014 10.5522 0.30 -0.90 0.27
O 14.2205 9.9862 6.8199 -0.27 -0.10 -0.46
H 10.9537 10.2159 12.3032 -0.20 0.35 0.26
O 12.1043 9.9069 5.6662 1.21 0.86 0.68
H 13.9732 18.5681 6.0447 -0.07 0.58 0.29
H 7.6510 8.9360 9.2968 -0.30 0.05 0.00
H 9.1064 11.6354 12.8436 0.13 0.41 -0.21
H 9.5061 9.7217 6.0793 -0.06 0.68 -0.32
C 15.8523 17.4861 6.0605 0.61 -0.58 0.31
H 16.2939 9.7318 14.3792 -0.05 0.97 -0.20
H 11.5965 12.1228 14.6642 0.80 -0.25 -0.61
H 11.1122 14.9103 14.1321 0.21 0.08 -0.72
H 6.2432 10.0530 9.1631 -0.25 0.07 0.47
O 13.7548 11.6635 5.1426 -1.33 -2.09 2.10
As 11.2752 13.0244 12.3410 -0.45 0.05 -0.76
C 14.6966 12.3995 9.9919 -0.50 -1.81 -0.78
H 6.5663 8.9134 7.8605 0.35 0.30 0.34
Se 10.4865 14.1924 4.7808 0.87 0.38 0.06
H 7.5106 13.4212 7.3932 -0.36 -0.11 -0.14
C 10.2669 18.8239 9.9123 -0.02 -1.20 0.58
H 13.0886 12.7891 13.8918 0.16 -0.30 0.36
H 13.6326 19.2214 9.7110 0.05 -0.17 0.11
C 14.4739 17.6245 5.9933 -0.02 0.12 -1.08
H 14.6561 12.2508 8.8976 0.19 0.55 0.37
C 15.7497 15.0995 5.5134 0.15 -0.93 0.13
H 11.5768 20.5211 10.0927 -0.10 0.01 -0.38
O 13.8686 15.4092 10.7124 -0.02 2.55 -1.02
C 11.4853 14.8266 13.0829 0.94 0.07 0.58
H 13.9907 9.5006 8.7585 -0.40 -0.66 1.48
C 8.7525 10.5230 5.9774 -1.14 -0.35 0.41
H 10.9568 15.5025 12.3882 0.36 -0.15 0.47
H 10.4979 10.7231 8.9054 0.26 0.17 0.16
C 12.1525 14.9835 5.1330 0.42 -1.22 -0.30
Tl 10.8276 13.5111 8.0821 0.15 0.02 0.35
C 13.7609 16.5273 5.5637 -0.89 -1.39 0.17
C 9.3640 12.7045 12.8022 0.47 0.38 0.99
H 11.4394 18.0115 6.1793 0.35 -0.36 -0.35
H 12.5057 6.9288 14.0869 -0.94 0.10 -0.11
N 13.3553 14.3010 5.2215 -0.75 2.83 0.17
O 7.8875 17.5339 9.9345 -0.59 -0.35 -0.11
H 11.8974 8.8204 12.4910 0.34 0.21 0.28
C 13.4588 10.1497 14.7767 -0.42 -0.23 0.86
C 12.2653 12.0794 13.7565 -0.59 -0.15 0.63
C 12.5610 17.2979 9.8516 0.88 0.77 0.12
C 13.8398 16.4268 10.0381 -1.00 -1.93 0.00
H 9.3259 19.3684 9.8961 0.31 -0.05 0.25
H 10.3808 16.7968 5.5220 0.10 -0.09 -0.40
H 14.0377 6.1287 13.9808 -0.39 1.12 -0.32
C 10.2601 17.4001 10.0151 0.32 1.55 -0.83
N 11.3913 16.7007 9.9572 -0.94 -0.63 0.93
H 9.0904 11.4240 5.4442 0.32 -0.49 0.22
C 7.0293 12.5967 7.9339 -0.79 -0.45 -0.75
H 7.8927 10.0966 5.3972 0.57 0.34 0.52
H 14.4783 13.3966 10.3117 0.19 0.44 0.05
C 11.4982 19.4510 9.9338 0.85 -0.16 -0.66
H 16.1025 8.2314 13.3563 0.01 0.76 0.85
H 7.0497 17.0161 9.9731 0.82 0.25 0.12
H 14.6948 9.1007 10.4410 0.12 -0.06 -0.42
H 6.9019 12.9216 8.9624 0.00 -0.09 0.24
H 16.1308 14.0553 5.3382 -0.02 1.41 0.34
N 12.3866 16.3197 5.2971 0.63 -0.28 0.62
C 13.5204 7.1299 13.8344 1.51 -1.49 -0.15
H 8.8461 13.2218 11.9865 -0.25 -0.17 0.42
As 14.2707 8.2925 15.1815 0.07 1.98 -0.13
H 13.6732 7.4673 12.8076 -0.21 -0.07 0.13
C 12.8097 10.6371 13.4566 0.03 0.45 0.24
C 16.4831 16.2418 5.8247 -0.31 0.66 0.24
O 8.7753 15.5510 10.5952 0.25 2.46 -0.81
C 14.3808 15.2654 5.4579 -1.55 -0.94 -0.43
H 16.4803 18.3348 6.3371 -0.22 -0.20 -0.11
H 15.6053 11.9496 10.3686 0.45 0.35 0.14
C 7.0387 9.5549 8.6332 0.48 -0.32 -0.86
O 14.9045 16.8334 9.3174 -0.10 0.00 0.44
O 12.5639 11.6870 7.3500 1.52 -2.52 -2.85
H 12.6157 15.0022 13.0556 -1.62 0.08 -0.01
H 6.0175 12.3166 7.5179 0.95 0.66 0.24
H 9.5542 11.8873 9.9141 -0.14 -0.26 0.08
C 13.8171 9.4149 9.8699 0.14 1.02 -0.48
C 16.0426 8.7018 14.3774 0.20 -2.53 -0.34
H 14.3979 9.7590 12.3412 0.49 -0.56 -0.09
H 12.9620 8.8198 10.2132 0.20 -0.27 -0.63
H 13.4030 13.2622 5.2725 0.22 0.04 -0.19
C 11.6053 9.7345 13.0290 0.86 -0.46 0.04
C 8.9152 16.7112 10.2142 0.45 -2.65 0.55
H 14.6419 17.5213 8.6905 0.06 -0.11 -0.13